Density functional theory data (ωB97M-V/def2-TZVPD) for a cluster of 10 separate species, C36H84F6N4O19P in total.

```
! RIJCOSX wB97M-V def2-TZVPD def2/J DEFGRID3
* xyz -1 1
P -1.1008 -0.1156 -0.5459
F 0.0939 -1.0171 0.2252
F -1.2199 0.9980 0.5944
F 0.1132 0.7752 -1.2255
F -2.1542 0.6230 -1.4780
F -0.9078 -1.2508 -1.6773
F -2.1319 -1.1164 0.1797
C -2.7626 4.3633 8.9598
C -2.9695 3.0294 8.1587
C -3.5930 3.2219 6.7619
O -3.4927 2.1105 5.8154
C -4.2772 2.5047 4.6413
N -1.6959 2.3506 8.0953
H -1.9327 5.0048 8.6633
H -2.6149 4.0749 10.0005
H -3.6218 5.0313 9.0200
H -3.5254 2.3145 8.7653
H -3.1498 4.1548 6.4135
H -4.6328 3.4602 6.9855
H -4.4110 1.7094 3.9080
H -3.7546 3.3642 4.2214
H -5.2805 2.8277 4.9189
H -1.3822 2.2437 9.0494
H -1.0833 3.1201 7.8661
C 3.3147 1.2142 3.9119
C 2.2286 0.4584 4.7009
C 2.6087 -0.0209 6.0700
O 1.5727 -0.8290 6.5162
C 2.0715 -1.6973 7.5952
N 1.0333 1.2795 4.8231
H 3.1890 1.2771 2.8310
H 4.2850 0.7641 4.1216
H 3.4244 2.2599 4.1994
H 2.0290 -0.4553 4.1411
H 2.7110 0.8127 6.7649
H 3.5088 -0.6005 5.8651
H 2.4598 -1.0538 8.3847
H 2.8348 -2.3680 7.2007
H 1.2290 -2.3443 7.8395
H 1.2594 2.1590 5.2652
H 0.8857 1.6140 3.8816
C -4.0879 -4.0403 4.4909
C -3.6935 -2.9063 5.4570
C -3.5810 -3.2760 6.8754
O -2.9691 -2.1608 7.6181
C -3.2319 -2.4696 9.0345
N -2.3994 -2.4261 4.9836
H -3.2857 -4.7489 4.2849
H -4.3595 -3.5133 3.5763
H -4.9789 -4.5884 4.7974
H -4.4360 -2.1169 5.3408
H -3.1622 -4.2551 7.1078
H -4.6366 -3.3996 7.1171
H -4.2877 -2.6357 9.2485
H -2.7498 -1.7731 9.7205
H -2.6582 -3.3597 9.2925
H -2.6802 -2.3998 4.0137
H -1.8018 -3.2400 4.9589
C -7.8226 5.4658 -4.9087
C -6.5328 6.2685 -4.6287
C -5.2482 5.4169 -4.2958
O -4.2409 6.3214 -3.9137
C -3.1483 5.8391 -3.1533
N -6.3671 7.0438 -5.8504
H -8.0808 4.8904 -4.0197
H -7.6114 4.8256 -5.7652
H -8.6849 6.1214 -5.0296
H -6.8935 6.9758 -3.8819
H -4.9158 4.8737 -5.1804
H -5.4432 4.6892 -3.5081
H -2.6172 6.7018 -2.7510
H -2.4180 5.2825 -3.7406
H -3.3810 5.1769 -2.3194
H -6.0852 6.3546 -6.5327
H -5.5174 7.5362 -5.6144
C -1.1566 0.5303 -8.0413
C 0.0493 0.8588 -8.9606
O -0.1521 0.7175 -10.3671
C -0.0641 -0.4304 -10.9346
O 0.2367 -1.5068 -10.3827
O -0.4292 -0.1722 -12.2430
C -0.3536 -1.1814 -13.2238
H -1.3189 -0.5391 -8.1760
H -2.0137 1.1702 -8.2511
H -0.8245 0.7271 -7.0219
H 1.0004 0.4895 -8.5771
H 0.2063 1.9207 -8.7712
H -1.3872 -1.3051 -13.5471
H 0.0498 -2.0944 -12.7858
H 0.2312 -0.8133 -14.0667
C 5.6924 -0.7135 -1.9144
C 6.8253 -0.4503 -2.8647
O 6.2306 0.0403 -3.9978
C 6.2857 -0.6408 -5.1976
O 6.8508 -1.7377 -5.3364
O 5.6741 0.1104 -6.1303
C 5.5118 -0.4123 -7.5274
H 5.9343 -0.7188 -0.8516
H 5.3282 -1.7352 -2.0223
H 4.8592 -0.0274 -2.0663
H 7.5276 -1.2834 -2.8379
H 7.4227 0.3910 -2.5135
H 6.1215 -1.2489 -7.8685
H 5.2061 0.2443 -8.3420
H 4.5772 -0.9702 -7.4698
C 3.7621 6.1803 -1.7734
C 3.1405 6.2881 -0.3316
O 4.1326 6.8617 0.6070
C 4.2634 8.2415 0.7715
O 4.8989 8.6303 1.7513
O 3.6267 8.9297 -0.2100
C 3.5731 10.3976 -0.0625
H 3.9044 7.1953 -2.1442
H 3.1156 5.6575 -2.4783
H 4.7400 5.6988 -1.7663
H 2.8747 5.2615 -0.0793
H 2.1837 6.8030 -0.2461
H 3.1932 10.9343 -0.9319
H 4.5498 10.8432 0.1262
H 3.1324 10.6355 0.9056
C 0.6607 -8.0156 6.5966
C 1.8739 -7.8781 5.6304
O 1.5816 -7.8798 4.2326
C 0.9668 -6.8389 3.6302
O 0.4953 -5.8347 4.1986
O 0.9772 -7.1157 2.3128
C 0.3650 -6.1846 1.4869
H -0.0892 -7.2523 6.3888
H 0.9467 -7.9940 7.6481
H 0.0736 -8.9309 6.5212
H 2.5014 -8.7663 5.7032
H 2.5177 -7.0166 5.8079
H -0.0335 -6.6414 0.5810
H 1.0752 -5.3839 1.2804
H -0.4956 -5.7172 1.9655
C 1.7409 -4.1911 -5.0868
C 0.7583 -5.2737 -5.6750
O 0.9319 -6.5093 -4.9440
C 1.4001 -7.6442 -5.5944
O 1.8585 -7.6254 -6.7178
O 1.2667 -8.7148 -4.7586
C 1.8070 -9.9359 -5.1554
H 2.6961 -4.4177 -5.5604
H 1.9099 -4.2338 -4.0108
H 1.5733 -3.1607 -5.4003
H 0.7691 -5.3224 -6.7638
H -0.3206 -5.1242 -5.6331
H 2.8947 -9.8768 -5.1926
H 1.3756 -10.2612 -6.1021
H 1.5596 -10.7628 -4.4897
*
```

E_tot in a.u.: -4011.22909
Relative energy (zero: lowest compared OMol25 entry of this formula, charge and spin) in kJ/mol: 237.42
Frontier orbital gap in eV: 8.402
HOMO energy in eV: -6.55